## 1
{"formula": "C37H34BrIN12O2Rb", "method": "ωB97M-V with the def2-TZVPD basis set", "elements": ["Rb", "C", "C", "N", "C", "C", "C", "O", "C", "C", "N", "C", "C", "C", "C", "C", "C", "I", "C", "O", "H", "H", "H", "H", "H", "H", "H", "H", "H", "H", "H", "H", "C", "C", "N", "C", "C", "N", "C", "C", "C", "C", "C", "N", "C", "C", "N", "C", "C", "N", "C", "C", "C", "N", "C", "C", "H", "H", "H", "H", "H", "H", "H", "H", "H", "H", "H", "H", "Br", "C", "C", "C", "C", "N", "C", "N", "N", "N", "H", "H", "H", "H", "H", "H", "H", "H", "H", "H"], "positions_angstrom": [[-0.28291, 0.62996, -0.40214], [0.56995, 0.47288, -5.57131], [1.38440, -0.54872, -4.83455], [1.83219, -1.59534, -5.48932], [2.56364, -2.52335, -4.83269], [2.87209, -2.41996, -3.49762], [3.70646, -3.48346, -2.83405], [4.97562, -3.02736, -2.36495], [2.42917, -1.29230, -2.78112], [2.72898, -1.17764, -1.34932], [3.13819, -0.17927, -0.66590], [3.60018, 1.02315, -1.22334], [4.25971, 1.12013, -2.45310], [4.77705, 2.32411, -2.89549], [4.64815, 3.47390, -2.12775], [4.02207, 3.40146, -0.89353], [3.53034, 2.18527, -0.44879], [2.68609, 2.08647, 1.46885], [1.61587, -0.31123, -3.42468], [1.09400, 0.67413, -2.83012], [0.62009, 0.27477, -6.64061], [0.92649, 1.48033, -5.34959], [-0.47549, 0.43823, -5.24753], [2.91642, -3.36554, -5.41974], [3.92707, -4.26468, -3.55989], [3.14925, -3.94778, -2.01044], [4.84244, -2.24558, -1.81645], [2.56252, -2.07737, -0.74576], [4.36075, 0.23494, -3.06717], [5.27719, 2.36394, -3.85538], [5.03821, 4.42019, -2.48100], [3.92536, 4.28232, -0.27378], [-0.31993, 2.56069, 4.24159], [-0.73296, 2.18439, 2.96829], [-1.02233, 0.92302, 2.68696], [-0.92435, 0.03167, 3.66576], [-0.47735, 0.41182, 4.92764], [-0.17450, 1.67327, 5.22108], [-1.30624, -1.37854, 3.35947], [-1.86078, -2.17785, 4.35344], [-2.18114, -3.49868, 4.07398], [-1.95119, -3.93794, 2.77806], [-1.43837, -3.06178, 1.82609], [-1.10440, -1.80649, 2.11574], [-1.23062, -3.52813, 0.42392], [-2.03082, -4.52613, -0.12533], [-1.82674, -5.01500, -1.34259], [-0.84256, -4.45891, -2.03691], [-0.07756, -3.42159, -1.51915], [-0.25328, -2.97009, -0.28317], [-2.73906, -4.40538, 5.11564], [-2.60988, -4.12955, 6.47291], [-3.14063, -5.00537, 7.40554], [-3.78539, -6.12706, 7.08900], [-3.90899, -6.39021, 5.78897], [-3.41324, -5.57563, 4.78426], [-0.09298, 3.59419, 4.47543], [-0.85032, 2.90287, 2.16165], [-0.33603, -0.31956, 5.71610], [-2.06597, -1.74348, 5.32179], [-2.12499, -4.96818, 2.50323], [-2.87605, -4.92912, 0.42283], [-0.66142, -4.83950, -3.03579], [0.68422, -2.94055, -2.12263], [-2.07923, -3.25349, 6.81865], [-3.03889, -4.79679, 8.46538], [-4.43807, -7.30297, 5.53633], [-3.58056, -5.85729, 3.75422], [-2.56518, 2.91881, -0.44467], [-5.10278, 1.82623, -3.82527], [-5.42204, 0.48530, -4.48759], [-6.34658, -0.35673, -3.61402], [-4.14073, -0.26472, -4.86111], [-3.36437, -0.66574, -3.69901], [-2.48123, 0.03223, -2.98829], [-2.08567, -0.70338, -1.97984], [-2.75649, -1.87399, -2.08605], [-3.53261, -1.86281, -3.11020], [-6.01737, 2.40146, -3.67001], [-4.42926, 2.42743, -4.44175], [-4.63145, 1.69550, -2.84650], [-5.92663, 0.67328, -5.44124], [-5.88085, -0.57968, -2.65226], [-6.59893, -1.30653, -4.09142], [-7.27135, 0.18928, -3.41736], [-3.50339, 0.38007, -5.46558], [-4.35747, -1.16991, -5.42419], [-2.16340, 1.04060, -3.20740]], "orbital_gap_ev": 5.9558, "e_homo_ev": -4.735, "charge": -1}



## 2
{"formula": "C37H34BrIN12O2Rb", "method": "ωB97M-V with the def2-TZVPD basis set", "elements": ["Rb", "C", "C", "N", "C", "C", "C", "O", "C", "C", "N", "C", "C", "C", "C", "C", "C", "I", "C", "O", "H", "H", "H", "H", "H", "H", "H", "H", "H", "H", "H", "H", "C", "C", "N", "C", "C", "N", "C", "C", "C", "C", "C", "N", "C", "C", "N", "C", "C", "N", "C", "C", "C", "N", "C", "C", "H", "H", "H", "H", "H", "H", "H", "H", "H", "H", "H", "H", "Br", "C", "C", "C", "C", "N", "C", "N", "N", "N", "H", "H", "H", "H", "H", "H", "H", "H", "H", "H"], "positions_angstrom": [[-0.00253, -0.11125, 0.06643], [3.59018, 0.84916, 2.29484], [3.84041, -0.13610, 1.19393], [4.95134, -0.04751, 0.50349], [5.17038, -0.93210, -0.49584], [4.29648, -1.94224, -0.80667], [4.65026, -2.90747, -1.90601], [4.98946, -4.21674, -1.44184], [3.10836, -2.08001, -0.05608], [2.21856, -3.22321, -0.34345], [1.57731, -3.98157, 0.45510], [1.71821, -3.86134, 1.84763], [2.95396, -4.05434, 2.46144], [3.07431, -4.04146, 3.84146], [1.95732, -3.84487, 4.64109], [0.71698, -3.65869, 4.04528], [0.60548, -3.67490, 2.66570], [-1.25865, -3.33349, 1.79759], [2.80524, -1.12079, 0.94513], [1.68884, -1.05803, 1.55314], [4.47738, 1.46358, 2.43832], [2.73736, 1.49267, 2.06076], [3.33107, 0.33254, 3.22167], [6.09652, -0.82190, -1.04960], [3.84126, -2.98303, -2.64317], [5.53266, -2.54103, -2.42988], [4.26328, -4.53220, -0.89289], [2.10835, -3.49487, -1.39616], [3.82489, -4.20419, 1.83472], [4.04803, -4.18760, 4.29268], [2.04437, -3.83732, 5.71999], [-0.16485, -3.49738, 4.65085], [-2.39632, 2.95443, 2.73899], [-1.09686, 2.61119, 2.40786], [-0.60864, 2.80220, 1.18512], [-1.44799, 3.29989, 0.28712], [-2.76410, 3.61609, 0.62156], [-3.23881, 3.47404, 1.84884], [-0.95955, 3.48006, -1.11204], [-1.40791, 4.54714, -1.88117], [-0.96390, 4.67609, -3.18757], [-0.07250, 3.72799, -3.66658], [0.33305, 2.69846, -2.82616], [-0.10259, 2.57398, -1.57636], [1.26888, 1.63824, -3.31334], [2.25709, 1.90700, -4.25141], [3.09226, 0.97123, -4.69485], [2.92854, -0.24450, -4.18761], [1.94529, -0.52261, -3.24563], [1.11908, 0.41708, -2.80750], [-1.43859, 5.78602, -4.05351], [-0.59053, 6.41736, -4.95397], [-1.08308, 7.44440, -5.74316], [-2.34338, 7.87527, -5.69984], [-3.15208, 7.26194, -4.83572], [-2.75386, 6.22899, -4.00218], [-2.76616, 2.80243, 3.74604], [-0.42968, 2.17463, 3.14274], [-3.45236, 3.96098, -0.14046], [-2.07701, 5.27928, -1.44832], [0.26141, 3.75463, -4.69573], [2.39682, 2.90996, -4.63849], [3.59695, -1.02404, -4.53418], [1.81384, -1.51909, -2.84155], [0.45112, 6.13215, -5.03008], [-0.42666, 7.94755, -6.44471], [-4.17991, 7.60685, -4.81109], [-3.47304, 5.75950, -3.34294], [-3.11636, 0.39425, -0.64258], [-4.42888, -3.74733, -0.89784], [-4.32251, -4.30221, -2.31504], [-3.65507, -5.67381, -2.32386], [-3.62090, -3.33258, -3.26477], [-2.20400, -3.16236, -2.95877], [-1.63548, -2.45404, -1.98623], [-0.33424, -2.58655, -2.07994], [-0.12305, -3.40430, -3.13878], [-1.23691, -3.75034, -3.67903], [-5.08623, -4.37383, -0.29212], [-4.80511, -2.72248, -0.87496], [-3.45147, -3.74719, -0.40980], [-5.33502, -4.40714, -2.72069], [-2.66046, -5.62416, -1.87429], [-3.54102, -6.06534, -3.33693], [-4.24252, -6.38833, -1.74478], [-4.07823, -2.34368, -3.22132], [-3.66209, -3.69548, -4.29015], [-2.18441, -1.81886, -1.29842]], "orbital_gap_ev": 6.2049, "e_homo_ev": -4.697, "charge": -1}



The least stable of them is 1.